Entry 1:
A 2-piece molecular cluster, C5H14 overall at a distorted geometry, computed with wB97M-V/def2-TZVPD.

For the gap between HOMO and LUMO, the calculation gives 12.144 eV. The value obtained for the energy above the lowest of the compared OMol25 structures with the same formula, charge and spin is 10.3 kcal per mole. For the LUMO energy, the calculation gives 0.040 Ha.

Last columns: bonded neighbours and bond lengths (Å).
Atoms and positions in Å:
1 C 1.94378 2.67910 0.55553  C2 1.500, H4 1.104, H5 1.085, H6 1.094
2 C 0.84330 2.27584 -0.37982  C1 1.500, C3 1.516, H7 1.103, H8 1.094
3 C 0.85726 0.80038 -0.72596  C2 1.516, H9 1.093, H10 1.087, H11 1.098
4 H 2.86142 2.87564 -0.02540  C1 1.104
5 H 2.16179 2.03638 1.40200  C1 1.085
6 H 1.82395 3.68518 0.96789  C1 1.094
7 H -0.13493 2.52832 0.06223  C2 1.103
8 H 0.75158 2.91998 -1.25971  C2 1.094
9 H 0.00322 0.41866 -1.29118  C3 1.093
10 H 1.73622 0.44735 -1.25976  C3 1.087
11 H 0.82961 0.22032 0.20564  C3 1.098
12 C -2.29252 -2.20441 0.44950  C13 1.550, H14 1.093, H15 1.090, H16 1.083
13 C -1.25158 -3.27568 0.03647  C12 1.550, H17 1.095, H18 1.079, H19 1.084
14 H -1.98568 -1.93586 1.46408  C12 1.093
15 H -2.22064 -1.37656 -0.25561  C12 1.090
16 H -3.32257 -2.53644 0.49212  C12 1.083
17 H -1.21335 -3.36513 -1.05444  C13 1.095
18 H -1.63154 -4.20687 0.42814  C13 1.079
19 H -0.23976 -3.01559 0.32491  C13 1.084

***

Entry 2:
A 2-piece molecular cluster, C5H14 overall at a distorted geometry, computed with wB97M-V/def2-TZVPD.

For the gap between HOMO and LUMO, the calculation gives 12.266 eV. The value obtained for the energy above the lowest of the compared OMol25 structures with the same formula, charge and spin is 15.6 kcal per mole. For the LUMO energy, the calculation gives 0.041 Ha.

Last columns: bonded neighbours and bond lengths (Å).
Atoms and positions in Å:
1 C 0.73287 1.27738 -0.58723  C2 1.548, H4 1.083, H5 1.081, H6 1.086
2 C 1.45826 2.10028 0.50529  C1 1.548, C3 1.573, H7 1.092, H8 1.085
3 C 2.10543 1.17404 1.59994  C2 1.573, H9 1.094, H10 1.081, H11 1.093
4 H 1.47424 1.07625 -1.35072  C1 1.083
5 H -0.14853 1.87144 -0.78505  C1 1.081
6 H 0.40433 0.32708 -0.17763  C1 1.086
7 H 2.29066 2.66337 0.07788  C2 1.092
8 H 0.85397 2.75294 1.12705  C2 1.085
9 H 1.38565 0.39470 1.86826  C3 1.094
10 H 3.02176 0.75125 1.21105  C3 1.081
11 H 2.28357 1.68153 2.55111  C3 1.093
12 C -1.68859 -1.39670 -0.41250  C13 1.519, H14 1.098, H15 1.098, H16 1.081
13 C -2.32865 -2.57651 -1.12363  C12 1.519, H17 1.101, H18 1.090, H19 1.085
14 H -2.37594 -0.58402 -0.14430  C12 1.098
15 H -1.42504 -1.70540 0.60783  C12 1.098
16 H -0.83593 -1.08673 -1.00030  C12 1.081
17 H -1.48081 -3.25712 -1.29480  C13 1.101
18 H -2.66882 -2.33280 -2.12965  C13 1.090
19 H -3.05844 -3.13099 -0.54261  C13 1.085

***

Entry 3:
A 2-piece molecular cluster, C5H14 overall at a distorted geometry, computed with wB97M-V/def2-TZVPD.

For the gap between HOMO and LUMO, the calculation gives 12.297 eV. The value obtained for the energy above the lowest of the compared OMol25 structures with the same formula, charge and spin is 17.1 kcal per mole. For the LUMO energy, the calculation gives 0.041 Ha.

Last columns: bonded neighbours and bond lengths (Å).
Atoms and positions in Å:
1 C 1.08393 1.56562 -1.90754  C2 1.488, H4 1.092, H5 1.100, H6 1.094
2 C 0.19580 0.37643 -2.01058  C1 1.488, C3 1.544, H7 1.102, H8 1.099
3 C 0.86516 -0.78874 -1.24918  C2 1.544, H9 1.094, H10 1.089, H11 1.091
4 H 2.10104 1.37833 -2.25959  C1 1.092
5 H 1.25951 2.01303 -0.91799  C1 1.100
6 H 0.74482 2.45120 -2.45217  C1 1.094
7 H -0.81506 0.47980 -1.58479  C2 1.102
8 H -0.06070 0.03962 -3.02432  C2 1.099
9 H 0.68374 -1.77272 -1.69111  C3 1.094
10 H 1.94662 -0.66501 -1.26146  C3 1.089
11 H 0.61970 -0.99052 -0.20536  C3 1.091
12 C -0.61651 0.02189 2.58688  C13 1.512, H14 1.085, H15 1.108, H16 1.090
13 C -1.56329 -1.04499 2.08616  C12 1.512, H17 1.103, H18 1.094, H19 1.084
14 H 0.37827 -0.28067 2.89818  C12 1.085
15 H -0.17451 0.71207 1.84192  C12 1.108
16 H -1.17652 0.65744 3.27300  C12 1.090
17 H -1.08452 -1.92281 1.62164  C13 1.103
18 H -2.09994 -1.58719 2.86974  C13 1.094
19 H -2.28753 -0.64278 1.38656  C13 1.084

***

Entry 4:
A 2-piece molecular cluster, C5H14 overall at a distorted geometry, computed with wB97M-V/def2-TZVPD.

For the gap between HOMO and LUMO, the calculation gives 11.942 eV. The value obtained for the energy above the lowest of the compared OMol25 structures with the same formula, charge and spin is 25.2 kcal per mole. For the LUMO energy, the calculation gives 0.042 Ha.

Last columns: bonded neighbours and bond lengths (Å).
Atoms and positions in Å:
1 C -1.55203 0.37924 -0.42686  C2 1.556, H4 1.092, H5 1.077, H6 1.094
2 C -0.96047 -0.89496 -1.09646  C1 1.556, C3 1.568, H7 1.079, H8 1.129
3 C -1.46433 -2.19666 -0.38200  C2 1.568, H9 1.103, H10 1.105, H11 1.135
4 H -2.60364 0.11248 -0.55119  C1 1.092
5 H -1.37282 0.54361 0.62188  C1 1.077
6 H -1.07401 1.20530 -0.96168  C1 1.094
7 H -1.31318 -1.16758 -2.07856  C2 1.079
8 H 0.16405 -0.83767 -1.01583  C2 1.129
9 H -1.17081 -2.32757 0.67275  C3 1.103
10 H -2.54146 -2.36977 -0.20475  C3 1.105
11 H -1.12213 -3.12913 -0.93173  C3 1.135
12 C 2.20659 0.66806 0.57216  C13 1.519, H14 1.102, H15 1.101, H16 1.100
13 C 1.51636 1.96728 0.95221  C12 1.519, H17 1.136, H18 1.087, H19 1.106
14 H 2.85050 0.39266 1.42319  C12 1.102
15 H 1.60083 -0.24801 0.49857  C12 1.101
16 H 2.94438 0.74792 -0.23974  C12 1.100
17 H 1.00963 2.58918 0.14850  C13 1.136
18 H 2.17398 2.75646 1.30806  C13 1.087
19 H 0.70858 1.80916 1.69147  C13 1.106

***

Entry 5:
A 2-piece molecular cluster, C5H14 overall at a distorted geometry, computed with wB97M-V/def2-TZVPD.

For the gap between HOMO and LUMO, the calculation gives 12.270 eV. The value obtained for the energy above the lowest of the compared OMol25 structures with the same formula, charge and spin is 23.5 kcal per mole. For the LUMO energy, the calculation gives 0.042 Ha.

Last columns: bonded neighbours and bond lengths (Å).
Atoms and positions in Å:
1 C -2.46047 1.41294 -1.17583  C2 1.571, H4 1.172, H5 1.086, H6 1.086
2 C -1.22845 1.63658 -0.22674  C1 1.571, C3 1.574, H7 1.114, H8 1.099
3 C 0.01691 0.98780 -0.93808  C2 1.574, H9 1.104, H10 1.078, H11 1.078
4 H -2.66919 2.43797 -1.70486  C1 1.172
5 H -3.40443 1.28173 -0.65520  C1 1.086
6 H -2.15499 0.70896 -1.94382  C1 1.086
7 H -0.90271 2.69689 -0.12694  C2 1.114
8 H -1.52373 1.11551 0.69439  C2 1.099
9 H -0.22140 0.95231 -2.01569  C3 1.104
10 H 0.92635 1.56468 -0.88265  C3 1.078
11 H 0.33699 0.05037 -0.51381  C3 1.078
12 C 1.09585 -2.34819 1.28509  C13 1.493, H14 1.115, H15 1.077, H16 1.076
13 C 2.19472 -1.37670 1.00493  C12 1.493, H17 1.097, H18 1.114, H19 1.094
14 H 1.31642 -2.77440 2.29134  C12 1.115
15 H 0.13732 -1.91953 1.52489  C12 1.077
16 H 1.03074 -3.20338 0.63566  C12 1.076
17 H 1.96180 -0.34088 1.28010  C13 1.097
18 H 2.43288 -1.26650 -0.07812  C13 1.114
19 H 3.11537 -1.61617 1.54533  C13 1.094

***

Entry 6:
A 2-piece molecular cluster, C5H14 overall at a distorted geometry, computed with wB97M-V/def2-TZVPD.

For the gap between HOMO and LUMO, the calculation gives 12.133 eV. The value obtained for the energy above the lowest of the compared OMol25 structures with the same formula, charge and spin is 39.0 kcal per mole. For the LUMO energy, the calculation gives 0.040 Ha.

Last columns: bonded neighbours and bond lengths (Å).
Atoms and positions in Å:
1 C -0.18094 -1.08162 -0.57431  C2 1.473, H4 1.095, H5 1.182, H6 1.063
2 C 0.04216 -2.46745 -0.12923  C1 1.473, C3 1.575, H7 1.073, H8 1.123
3 C -0.22190 -2.49781 1.42364  C2 1.575, H9 1.088, H10 1.172, H11 1.028
4 H 0.34554 -0.19601 -0.20414  C1 1.095
5 H 0.06225 -0.89502 -1.71620  C1 1.182
6 H -1.22778 -0.89698 -0.58764  C1 1.063
7 H -0.39460 -3.28379 -0.67232  C2 1.073
8 H 1.06374 -2.90895 -0.28264  C2 1.123
9 H -1.20046 -2.10200 1.68594  C3 1.088
10 H -0.12213 -3.58919 1.84017  C3 1.172
11 H 0.53635 -1.90054 1.77592  C3 1.028
12 C -0.56308 2.87408 -0.05429  C13 1.538, H14 1.186, H15 1.076, H16 1.079
13 C 0.87305 2.90977 -0.60471  C12 1.538, H17 1.047, H18 1.104, H19 1.056
14 H -0.33557 3.37968 0.99410  C12 1.186
15 H -1.14182 3.58519 -0.61754  C12 1.076
16 H -0.80308 1.82577 0.03030  C12 1.079
17 H 1.50206 3.71210 -0.36481  C13 1.047
18 H 0.73230 2.90728 -1.69949  C13 1.104
19 H 1.28746 1.94064 -0.54828  C13 1.056

***

Entry 7:
A 2-piece molecular cluster, C5H14 overall at a distorted geometry, computed with wB97M-V/def2-TZVPD.

For the gap between HOMO and LUMO, the calculation gives 11.563 eV. The value obtained for the energy above the lowest of the compared OMol25 structures with the same formula, charge and spin is 56.5 kcal per mole. For the LUMO energy, the calculation gives 0.040 Ha.

Last columns: bonded neighbours and bond lengths (Å).
Atoms and positions in Å:
1 C -1.76993 0.63148 1.96446  C2 1.605, H4 1.308, H5 1.165, H6 1.033
2 C -0.49623 1.32604 1.27700  C1 1.605, C3 1.511, H7 1.209, H8 1.126
3 C -0.41251 1.42122 -0.22836  C2 1.511, H9 1.122, H10 1.147, H11 1.142
4 H -2.32361 -0.12084 1.04894  C1 1.308
5 H -2.69082 1.32166 2.14610  C1 1.165
6 H -1.53676 0.27255 2.90516  C1 1.033
7 H -0.56942 2.50179 1.55047  C2 1.209
8 H 0.43168 0.78179 1.60882  C2 1.126
9 H -0.75237 2.20698 -0.95353  C3 1.122
10 H 0.64447 1.40339 -0.67375  C3 1.147
11 H -0.98083 0.56300 -0.72200  C3 1.142
12 C 1.24089 -0.93300 -1.74603  C13 1.558, H14 1.124, H15 1.163, H16 1.099
13 C 1.37532 -2.31540 -1.03985  C12 1.558, H17 1.167, H18 1.065, H19 1.077
14 H 1.64585 -0.15952 -1.03766  C12 1.124
15 H 1.87613 -1.02272 -2.71585  C12 1.163
16 H 0.21190 -0.59838 -1.93753  C12 1.099
17 H 1.23390 -3.25291 -1.72002  C13 1.167
18 H 0.78446 -2.34002 -0.15406  C13 1.065
19 H 2.40022 -2.33882 -0.70843  C13 1.077

***

Entry 8:
A 2-piece molecular cluster, C5H14 overall at a distorted geometry, computed with wB97M-V/def2-TZVPD.

For the gap between HOMO and LUMO, the calculation gives 12.314 eV. The value obtained for the energy above the lowest of the compared OMol25 structures with the same formula, charge and spin is 12.0 kcal per mole. For the LUMO energy, the calculation gives 0.041 Ha.

Last columns: bonded neighbours and bond lengths (Å).
Atoms and positions in Å:
1 C -0.59578 -2.20268 -0.79723  C2 1.531, H4 1.092, H5 1.087, H6 1.096
2 C -0.94395 -0.89178 -0.08654  C1 1.531, C3 1.543, H7 1.089, H8 1.087
3 C -2.47050 -0.72935 0.06657  C2 1.543, H9 1.093, H10 1.083, H11 1.090
4 H 0.32082 -2.15734 -1.38946  C1 1.092
5 H -1.40843 -2.52855 -1.44080  C1 1.087
6 H -0.50350 -2.98963 -0.03940  C1 1.096
7 H -0.41142 -0.75732 0.85437  C2 1.089
8 H -0.60618 -0.01026 -0.62500  C2 1.087
9 H -2.79620 -0.99449 1.07564  C3 1.093
10 H -2.87128 0.24307 -0.19091  C3 1.083
11 H -3.01715 -1.37675 -0.61904  C3 1.090
12 C 1.86405 1.63680 -0.37537  C13 1.538, H14 1.093, H15 1.087, H16 1.086
13 C 2.00539 2.07223 1.09342  C12 1.538, H17 1.092, H18 1.103, H19 1.078
14 H 1.74768 0.54962 -0.38378  C12 1.093
15 H 0.90372 1.97408 -0.75659  C12 1.087
16 H 2.78330 1.79895 -0.93094  C12 1.086
17 H 1.72799 3.08844 1.38209  C13 1.092
18 H 1.29879 1.43914 1.65668  C13 1.103
19 H 2.97268 1.83582 1.50632  C13 1.078

***

Entry 9:
A 2-piece molecular cluster, C5H14 overall at a distorted geometry, computed with wB97M-V/def2-TZVPD.

For the gap between HOMO and LUMO, the calculation gives 11.430 eV. The value obtained for the energy above the lowest of the compared OMol25 structures with the same formula, charge and spin is 27.1 kcal per mole. For the LUMO energy, the calculation gives 0.041 Ha.

Last columns: bonded neighbours and bond lengths (Å).
Atoms and positions in Å:
1 C -2.29576 0.49851 -0.11964  C2 1.515, H4 1.079, H5 1.096, H6 1.116
2 C -1.34705 0.08940 0.98848  C1 1.515, C3 1.504, H7 1.120, H8 1.121
3 C -1.15241 -1.35780 1.34680  C2 1.504, H9 1.094, H10 1.115, H11 1.087
4 H -2.79372 1.45401 -0.06729  C1 1.079
5 H -1.89996 0.28037 -1.11864  C1 1.096
6 H -3.08098 -0.28184 0.02413  C1 1.116
7 H -1.57808 0.57049 1.97293  C2 1.120
8 H -0.37033 0.29483 0.47771  C2 1.121
9 H -0.50111 -1.61338 2.18726  C3 1.094
10 H -0.58641 -1.86506 0.53114  C3 1.115
11 H -2.09847 -1.88719 1.42267  C3 1.087
12 C 2.95030 0.64088 -0.91112  C13 1.535, H14 1.087, H15 1.113, H16 1.080
13 C 1.45448 0.33803 -1.07234  C12 1.535, H17 1.077, H18 1.073, H19 1.080
14 H 3.15688 1.70604 -0.97601  C12 1.087
15 H 3.32069 0.31990 0.08814  C12 1.113
16 H 3.62898 -0.01353 -1.43864  C12 1.080
17 H 1.25639 -0.71602 -1.17262  C13 1.077
18 H 0.92646 0.73282 -0.22599  C13 1.073
19 H 1.01013 0.80956 -1.93699  C13 1.080

***

Entry 10:
A 2-piece molecular cluster, C5H14 overall at a distorted geometry, computed with wB97M-V/def2-TZVPD.

For the gap between HOMO and LUMO, the calculation gives 11.568 eV. The value obtained for the energy above the lowest of the compared OMol25 structures with the same formula, charge and spin is 49.6 kcal per mole. For the LUMO energy, the calculation gives 0.040 Ha.

Last columns: bonded neighbours and bond lengths (Å).
Atoms and positions in Å:
1 C 2.42606 -0.04283 -0.93738  C2 1.527, H4 1.111, H5 1.100, H6 1.150
2 C 1.27900 -0.16801 -1.93685  C1 1.527, C3 1.488, H7 1.280, H8 1.109
3 C -0.06889 -0.17798 -1.30754  C2 1.488, H9 1.146, H10 1.095, H11 1.055
4 H 2.14974 0.44513 0.02206  C1 1.111
5 H 3.35740 0.21358 -1.46327  C1 1.100
6 H 2.48620 -1.04727 -0.38058  C1 1.150
7 H 1.28443 0.57016 -2.98272  C2 1.280
8 H 1.60334 -1.09676 -2.44883  C2 1.109
9 H -0.28607 0.85530 -0.86180  C3 1.146
10 H -0.98867 -0.48491 -1.81548  C3 1.095
11 H -0.13165 -0.90816 -0.54812  C3 1.055
12 C -2.04479 -0.38109 2.06511  C13 1.596, H14 1.081, H15 1.135, H16 1.077
13 C -1.33750 0.98085 1.62728  C12 1.596, H17 1.125, H18 1.108, H19 1.078
14 H -1.35383 -1.04872 1.56909  C12 1.081
15 H -2.00686 -0.60628 3.17676  C12 1.135
16 H -3.06354 -0.65190 1.84505  C12 1.077
17 H -1.70441 1.39847 0.64917  C13 1.125
18 H -0.42406 0.42590 1.33681  C13 1.108
19 H -1.17590 1.72451 2.39126  C13 1.078